A molecular structure, C14H33BHfIO3P2 in a non-equilibrium geometry, computed with ωB97M-V/def2-TZVPD.

Total charge = +3
Strongest force on any atom = 4.94 eV/Å
E_LUMO = -12.276 eV
Electronic energy = -49830.4531 eV
HOMO level = -0.6602 Eh

Element x y z (Å)
Hf 0.302 0.420 -2.170
I 2.922 0.559 -3.827
P 0.607 2.925 -1.621
P 0.726 -2.111 -1.950
O -1.416 0.749 1.987
O -0.771 -1.481 1.587
O -1.617 0.319 -1.509
C -2.975 -0.320 3.505
C -0.603 -1.250 3.011
C 0.875 -0.993 3.305
C 1.980 -2.708 -0.771
C 0.762 0.466 -4.689
C 2.029 3.625 -0.723
C -1.018 -2.516 3.733
C 1.244 -2.948 -3.489
C -1.502 0.045 3.260
C -0.816 3.659 -0.734
C -0.913 0.061 -0.422
C 0.626 3.934 -3.159
C -0.716 -3.119 -1.475
C -1.038 0.987 4.351
B -1.069 -0.225 1.050
H -1.672 1.879 4.368
H 2.112 -3.792 -0.915
H -0.979 -2.938 -0.427
H 2.929 -2.190 -0.951
H -0.915 -2.370 4.814
H 2.191 -2.538 -3.853
H -3.601 0.584 3.453
H -0.996 3.110 0.199
H 1.644 -2.500 0.254
H 1.345 -4.024 -3.294
H 2.097 4.697 -0.950
H 1.489 -1.820 2.928
H 0.078 1.354 -4.631
H -3.352 -1.048 2.773
H -1.125 0.499 5.329
H -0.610 4.714 -0.512
H -1.720 3.587 -1.354
H 1.012 -0.948 4.391
H -0.349 3.894 -3.664
H 0.162 -0.471 -4.729
H 0.848 4.973 -2.880
H -1.580 -2.853 -2.095
H 0.002 1.295 4.205
H 1.905 3.487 0.359
H 0.479 -2.788 -4.258
H 2.949 3.124 -1.042
H 1.240 -0.054 2.868
H -3.086 -0.742 4.512
H 1.392 3.565 -3.853
H 1.374 0.546 -5.618
H -0.353 -3.339 3.443
H -2.053 -2.797 3.507
H -0.476 -4.178 -1.627

A molecular structure, C14H33EuN7O6 in a non-equilibrium geometry, computed with ωB97M-V/def2-TZVPD.

Total charge = +1
Expectation value of S² = 12.1442
Strongest force on any atom = 3.29 eV/Å
E_LUMO (alpha / beta) = -3.368 / -5.900 eV
Electronic energy = -57083.4280 eV
Multiplicity = 7
HOMO level (alpha / beta) = -0.3749 / -0.3750 Eh

Element x y z (Å)
Eu -0.243 0.406 -1.156
O 0.665 -0.112 -3.229
O -0.421 -1.452 1.842
O 2.188 -0.109 -0.371
O 0.421 0.862 2.551
O -1.093 -1.932 -3.322
O 0.362 2.931 -1.971
N -4.324 0.601 1.532
N 0.224 2.717 -0.709
N -2.412 0.851 0.161
N 0.312 1.563 1.468
N -4.506 1.036 -0.770
N -0.633 -1.545 0.485
N -1.088 -1.797 -2.027
C -5.599 -0.085 1.600
C -1.590 -2.792 -1.273
C 0.893 3.444 0.227
C -2.318 -3.953 -1.849
C -3.714 0.839 0.322
C 3.940 -1.155 1.097
C -3.533 0.559 2.752
C -3.834 1.143 -2.052
C -1.962 -3.584 1.107
C -1.372 -2.618 0.136
C 1.504 3.351 2.726
C -5.822 1.646 -0.681
C 1.624 4.689 -0.113
C 0.888 2.800 1.494
H -2.904 1.454 2.822
H -1.528 -4.585 0.963
H -2.170 -3.983 -2.931
H -1.758 -3.245 2.127
H 1.260 5.069 -1.074
H -1.961 -4.892 -1.409
H 3.023 -0.707 0.345
H 2.726 0.621 -0.736
H 1.477 5.460 0.654
H -4.219 0.546 3.602
H 3.634 -0.860 2.105
H -0.020 -0.511 2.024
H 4.891 -0.693 0.823
H -5.927 2.278 0.211
H 2.414 2.789 2.983
H -3.089 1.956 -2.050
H -1.949 0.790 1.072
H -6.422 0.626 1.748
H -5.591 -0.761 2.462
H 0.802 3.256 3.564
H -3.316 0.200 -2.290
H -3.050 -3.667 0.953
H 2.709 4.508 -0.203
H 1.772 4.405 2.594
H 1.614 -0.327 -3.317
H 3.963 -2.240 0.971
H 0.098 -0.928 -3.501
H -5.965 2.275 -1.567
H -6.616 0.886 -0.686
H -2.890 -0.334 2.809
H -4.593 1.344 -2.815
H -5.789 -0.677 0.697
H -3.395 -3.871 -1.644

A molecular structure, C14H33IO10S5Sb, computed with ωB97M-V/def2-TZVPD.

Total charge = -1
Strongest force on any atom = 0.64 eV/Å
E_LUMO = 1.914 eV
Electronic energy = -104340.5000 eV
ΔE to the lowest compared entry with this formula, charge and spin = 0.000 eV
HOMO level = -0.1876 Eh

Element x y z (Å)
I 3.900 1.854 -2.417
Sb 3.963 -0.729 -1.185
S 1.330 -0.529 -0.811
S 3.956 -0.526 2.135
S 1.471 0.267 -5.527
S -1.137 3.571 4.611
S -3.444 -1.130 1.829
O 0.610 -0.246 -2.052
O -1.189 4.946 4.170
O 1.303 1.592 -5.004
O 3.532 0.245 3.284
O 2.224 -0.749 -4.843
O 5.116 -1.379 2.257
O -1.855 3.196 5.811
O 1.076 0.338 0.353
O -2.823 -2.026 0.890
O -3.351 0.297 1.664
C -5.184 -1.561 2.043
C 2.106 0.365 -7.207
C 0.731 -2.162 -0.296
C 1.290 -0.666 -7.974
C -0.253 2.173 2.577
C -4.220 -1.426 4.314
C 4.085 0.452 0.709
C -2.937 -1.537 3.500
C 0.583 3.045 4.729
C -5.311 -2.101 3.470
C -1.577 2.491 3.258
C -0.138 -0.419 -5.973
C -0.161 -0.489 -7.502
C 0.747 1.912 3.709
H -2.312 2.989 2.631
H 0.763 2.743 5.758
H 1.767 1.853 3.343
H -5.156 -3.182 3.472
H -5.444 -2.282 1.272
H -5.746 -0.640 1.897
H -0.167 -2.361 -0.877
H -4.464 -0.375 4.477
H 5.666 -0.829 -1.327
H 5.071 0.916 0.714
H 1.923 1.378 -7.564
H -2.151 -0.842 3.789
H 1.384 -0.530 -9.052
H 0.526 0.953 4.185
H -0.338 1.324 1.904
H -0.190 -1.401 -5.508
H 3.575 -1.403 -2.704
H 0.077 3.023 1.976
H 1.191 3.914 4.485
H -2.549 -2.555 3.481
H 1.496 -2.912 -0.498
H -6.306 -1.911 3.871
H -2.018 1.598 3.700
H -0.564 0.440 -7.910
H 0.503 -2.128 0.767
H 1.642 -1.670 -7.730
H 2.907 -1.322 1.808
H -0.899 0.229 -5.546
H -4.112 -1.899 5.290
H 3.818 -2.242 -0.335
H 3.287 1.188 0.717
H -0.799 -1.303 -7.846
H 3.175 0.167 -7.166